# 1
Molecular formula: C31H20IrN4
Method: DFT, ωB97M-V/def2-TZVPD

multiplicity	2
HOMO (spin up / spin down)	-13.831 / -14.199	eV
HOMO-LUMO gap (spin up / spin down)	0.1966 / 0.2114	Eh
expectation value of S²	0.77
total charge	+2

The geometry in XYZ format:
```
56
C31H20IrN4, DFT ωB97M-V/def2-TZVPD
Ir 1.27696 0.32515 0.34361
C 5.48765 -0.10751 -0.70394
C 5.92783 1.21344 -0.58709
C 5.01694 2.20918 -0.32278
C 3.66432 1.87644 -0.12377
C 3.21967 0.52256 -0.13379
C 4.15972 -0.44390 -0.48865
C 2.64269 2.86794 -0.00782
C 2.86144 4.25981 -0.14407
C 1.81505 5.11682 -0.07056
C 0.50729 4.60346 0.16159
C -0.58941 5.43884 0.27665
C -1.90127 4.96939 0.55215
C -2.10518 3.64581 0.68753
C -1.02689 2.63239 0.55382
C 0.34201 3.19668 0.29130
N 1.36948 2.37056 0.18694
H 6.19787 -0.88147 -0.96539
H 6.97216 1.45291 -0.72862
H 5.35569 3.23438 -0.26882
H 3.86076 -1.47570 -0.62066
H 3.86051 4.62351 -0.32362
H 1.95534 6.18443 -0.18192
H -0.43118 6.50587 0.16163
H -2.71103 5.67537 0.66695
H -3.09211 3.27308 0.93173
H -0.97656 2.09782 1.51674
N -6.33264 -6.55570 -0.69924
C -5.46415 -5.81666 -0.57107
C -4.37860 -4.88615 -0.41116
C -4.23897 -4.18616 0.78560
C -3.19903 -3.28484 0.93493
C -2.29587 -3.08578 -0.10637
C -2.43502 -3.78835 -1.29873
C -3.47625 -4.68962 -1.45281
C -1.19040 -2.09607 0.05302
C -1.54282 -0.68992 -0.17662
C -2.89634 -0.21634 -0.46945
C -2.82862 1.11041 -0.61729
C -1.39825 1.53242 -0.49646
N -0.69778 0.29970 -0.15614
C 0.04480 -2.51331 0.39948
C 0.41458 -3.88423 0.77377
C 1.67229 -3.84491 1.24845
C 2.10768 -2.46272 1.13871
N 1.19142 -1.68823 0.61770
H -4.94021 -4.35479 1.59106
H -3.08511 -2.74684 1.86818
H -1.73163 -3.63496 -2.10746
H -3.59159 -5.24225 -2.37480
H -3.76326 -0.85068 -0.55716
H -3.63673 1.77047 -0.89396
H -1.04623 1.86784 -1.47976
H -0.24622 -4.73338 0.71217
H 2.26342 -4.65631 1.63953
H 3.06177 -2.05992 1.44679
```

Charges in e, computed with Mulliken, in the same order as the atoms:
1. Ir 0.52
2. C -0.65
3. C -0.86
4. C -0.82
5. C 0.68
6. C -0.41
7. C -0.22
8. C 1.23
9. C -0.84
10. C -1.11
11. C 1.29
12. C -0.39
13. C -1.10
14. C -0.70
15. C 0.31
16. C 0.14
17. N -0.26
18. H 0.42
19. H 0.43
20. H 0.37
21. H 0.69
22. H 0.35
23. H 0.47
24. H 0.48
25. H 0.45
26. H 0.69
27. H 0.38
28. N -0.42
29. C -0.21
30. C 0.59
31. C -0.82
32. C -0.03
33. C -0.62
34. C -0.11
35. C -0.83
36. C 0.14
37. C 1.25
38. C -0.96
39. C -0.89
40. C -0.20
41. N -0.60
42. C 0.74
43. C -0.59
44. C -1.18
45. C -0.11
46. N -0.20
47. H 0.49
48. H 0.52
49. H 0.55
50. H 0.48
51. H 0.59
52. H 0.68
53. H 0.43
54. H 0.53
55. H 0.47
56. H 0.77

***

# 2
Molecular formula: C31H20N6O4Pd
Method: DFT, ωB97M-V/def2-TZVPD

multiplicity	5
HOMO (spin up / spin down)	-5.926 / -8.539	eV
HOMO-LUMO gap (spin up / spin down)	0.1978 / 0.2428	Eh
expectation value of S²	6.07
total charge	0

The geometry in XYZ format:
```
62
C31H20N6O4Pd, DFT ωB97M-V/def2-TZVPD
Pd -0.00706 -0.21142 0.35126
O -1.26742 -3.57499 1.91218
C -1.12020 -2.38019 1.91801
N 0.08616 -1.68482 1.93034
C 0.66346 -1.22724 3.04894
C 0.80747 -2.00351 4.22362
C 1.57059 -1.54330 5.26065
C 2.21744 -0.28784 5.18989
C 2.05433 0.52422 4.10278
C 1.23772 0.10297 3.02487
N 0.95242 0.82663 1.94728
C 1.63639 1.91757 1.45748
O 1.74407 3.00813 1.96424
C 2.30651 1.52990 0.16596
C 3.17247 2.41139 -0.45837
C 3.91602 1.97970 -1.54118
C 3.79698 0.65145 -1.92510
C 2.90454 -0.16415 -1.25436
N 2.14332 0.25480 -0.24621
C -2.25368 -1.40152 1.92901
C -3.51629 -1.78868 2.35258
C -4.52150 -0.84143 2.41893
C -4.22438 0.46052 2.04531
C -2.94010 0.76349 1.62338
N -1.96422 -0.13430 1.57093
H 0.35074 -2.98436 4.24915
H 1.71346 -2.16309 6.13576
H 2.84153 0.03095 6.01397
H 2.52504 1.49611 4.03967
H 3.24175 3.41643 -0.06622
H 4.57526 2.65419 -2.06915
H 4.40618 0.25082 -2.72391
H 2.80505 -1.21363 -1.50929
H -3.66259 -2.82410 2.62545
H -5.51624 -1.10817 2.74829
H -4.97719 1.23453 2.08449
H -2.67314 1.77572 1.34213
O -0.04473 -3.57396 -3.03459
C 0.37821 -2.46681 -3.21127
C 1.32351 -1.98194 -4.29763
C 1.19704 -0.45894 -4.27814
C 0.51206 -0.15049 -2.96764
O 0.29100 0.91972 -2.44460
N 0.09083 -1.35460 -2.41817
H 1.06946 -2.43500 -5.25283
H 2.33243 -2.31150 -4.03972
H 0.54854 -0.11288 -5.08448
H 2.14127 0.07469 -4.36444
N -8.69340 -2.49296 -1.77209
C -7.56010 -2.32301 -1.64726
C -6.16481 -2.10516 -1.50001
C -5.31605 -3.16481 -1.12845
C -3.96430 -2.97187 -1.03098
C -3.40462 -1.68891 -1.29173
C -4.27951 -0.61327 -1.63210
C -5.62699 -0.82511 -1.73896
C -2.04946 -1.48363 -1.29562
C -0.78903 -1.30681 -1.31086
H -5.74478 -4.13633 -0.92119
H -3.29678 -3.78017 -0.76313
H -3.85510 0.36664 -1.80665
H -6.29266 -0.01694 -2.01206
```

Charges in e, computed with Mulliken, in the same order as the atoms:
1. Pd -0.75
2. O -0.60
3. C -0.51
4. N 0.24
5. C 0.79
6. C -0.84
7. C -0.57
8. C -0.64
9. C -0.84
10. C 0.54
11. N 0.30
12. C -0.15
13. O -0.65
14. C 0.82
15. C -0.61
16. C -0.41
17. C -0.59
18. C -0.72
19. N 0.09
20. C 1.40
21. C -0.80
22. C -0.45
23. C -0.76
24. C -0.55
25. N 0.56
26. H 0.46
27. H 0.40
28. H 0.40
29. H 0.45
30. H 0.49
31. H 0.44
32. H 0.52
33. H 0.61
34. H 0.48
35. H 0.48
36. H 0.45
37. H 0.43
38. O -0.58
39. C 0.48
40. C -0.70
41. C -0.49
42. C 0.02
43. O -0.57
44. N 0.58
45. H 0.39
46. H 0.25
47. H 0.34
48. H 0.35
49. N -0.57
50. C 0.04
51. C 0.57
52. C -0.81
53. C -0.29
54. C 0.56
55. C -0.31
56. C -0.93
57. C 1.28
58. C -1.45
59. H 0.46
60. H 0.53
61. H 0.53
62. H 0.45

***

# 3
Molecular formula: C31H21N5O8PRhSe2
Method: DFT, ωB97M-V/def2-TZVPD

multiplicity	5
HOMO (spin up / spin down)	-7.246 / -9.075	eV
HOMO-LUMO gap (spin up / spin down)	0.2436 / 0.2313	Eh
expectation value of S²	6.02
total charge	0

The geometry in XYZ format:
```
69
C31H21N5O8PRhSe2, DFT ωB97M-V/def2-TZVPD
Rh 0.55283 0.13278 -0.19798
O -2.67142 -0.24601 2.27971
C -1.87525 -0.17875 1.37238
N -0.64235 0.42459 1.37571
C -0.13690 1.15146 2.43463
O -0.75388 1.69356 3.31760
C 1.37410 1.18313 2.37526
C 2.10334 1.63894 3.45933
C 3.48046 1.50142 3.43863
C 4.07540 0.89563 2.34254
C 3.28236 0.50321 1.27872
N 1.96249 0.66982 1.28505
C -2.14008 -0.86454 0.04912
C -3.22085 -1.71622 -0.08051
C -3.43458 -2.34958 -1.29356
C -2.55722 -2.10414 -2.33682
C -1.48866 -1.25229 -2.12702
N -1.28225 -0.64029 -0.96184
H 1.56454 2.06685 4.29332
H 4.08318 1.84348 4.26927
H 5.14152 0.72087 2.30602
H 3.70633 0.03241 0.40170
H -3.86499 -1.86986 0.77451
H -4.26921 -3.02571 -1.42217
H -2.68278 -2.57166 -3.30294
H -0.78366 -1.04372 -2.91938
Se 1.91369 -0.59297 -1.90690
P -0.03336 2.47038 -0.92655
Se -1.80504 3.27799 0.08623
C -0.48114 2.55573 -2.69869
C -1.66763 1.94561 -3.10715
C -1.97961 1.85141 -4.45285
C -1.11337 2.37600 -5.40270
C 0.05451 3.00328 -4.99859
C 0.37834 3.09483 -3.65158
C 1.27130 3.74445 -0.79713
C 2.59721 3.32535 -0.75363
C 3.62102 4.26190 -0.72120
C 3.32158 5.61522 -0.73522
C 1.99896 6.03781 -0.77355
C 0.97485 5.10562 -0.80029
H -2.35109 1.56101 -2.36131
H -2.89965 1.36692 -4.75521
H -1.35446 2.30795 -6.45562
H 0.72460 3.42734 -5.73573
H 1.29597 3.58401 -3.35287
H 2.81937 2.26604 -0.76188
H 4.65165 3.93234 -0.68381
H 4.12047 6.34545 -0.71979
H 1.76624 7.09486 -0.77936
H -0.05856 5.42949 -0.82011
O 0.56947 -3.13440 -1.01951
C 0.59233 -2.87984 0.19107
O 1.20493 -1.92373 0.76586
C -0.19658 -3.78118 1.13017
C -0.60070 -5.04337 0.72686
C -1.36134 -5.81727 1.59041
C -1.74150 -5.36024 2.83932
C -1.31652 -4.10243 3.22233
C -0.54462 -3.31191 2.38855
N -1.67125 -3.60304 4.55774
O -1.13620 -2.57988 4.93155
O -2.49348 -4.23651 5.19190
N -1.79023 -7.15480 1.16728
O -1.40774 -7.55079 0.08306
O -2.50197 -7.78643 1.92388
H -0.33087 -5.41068 -0.25274
H -2.34317 -5.96918 3.49625
H -0.21891 -2.33775 2.72021
```

Charges in e, computed with Mulliken, in the same order as the atoms:
1. Rh -0.07
2. O -0.64
3. C -0.34
4. N 1.00
5. C -0.56
6. O -0.65
7. C 0.62
8. C -0.89
9. C -0.43
10. C -0.94
11. C -0.65
12. N 1.05
13. C 0.49
14. C -0.63
15. C -0.72
16. C -0.85
17. C -0.82
18. N 1.48
19. H 0.58
20. H 0.45
21. H 0.49
22. H 0.46
23. H 0.62
24. H 0.46
25. H 0.50
26. H 0.46
27. Se -0.03
28. P 1.16
29. Se -0.09
30. C 0.94
31. C -0.73
32. C -0.76
33. C -0.55
34. C -0.63
35. C -0.63
36. C 0.20
37. C 0.07
38. C -0.77
39. C -0.50
40. C -0.73
41. C -0.29
42. H 0.37
43. H 0.43
44. H 0.38
45. H 0.41
46. H 0.31
47. H 0.17
48. H 0.43
49. H 0.39
50. H 0.41
51. H 0.33
52. O -0.69
53. C 0.07
54. O -0.62
55. C 0.72
56. C -0.57
57. C -0.18
58. C -0.44
59. C -0.19
60. C -0.41
61. N 1.09
62. O -0.60
63. O -0.62
64. N 1.05
65. O -0.62
66. O -0.62
67. H 0.65
68. H 0.62
69. H 0.61

***

Going through the records in order, we get energy relative to the best compared isomer or geometry (same formula, charge and spin) values of 0.243 0.000 0.436 eV.